{"formula": "C19H44AuClNP2S", "method": "ωB97M-V with the def2-TZVPD basis set", "symbols": ["Au", "Cl", "P", "C", "C", "C", "C", "H", "C", "H", "H", "H", "H", "H", "H", "H", "C", "C", "H", "H", "H", "H", "H", "H", "C", "H", "C", "H", "H", "H", "H", "H", "H", "H", "H", "P", "C", "C", "C", "C", "H", "C", "H", "H", "H", "H", "H", "H", "H", "C", "C", "H", "H", "H", "H", "H", "H", "C", "H", "C", "H", "H", "H", "H", "H", "H", "S", "C", "N"], "coordinates": [[-0.232, -1.026, 0.942], [-0.656, -0.638, -1.416], [-0.487, -3.257, -0.297], [0.637, -3.810, -1.642], [-0.221, -4.288, 1.173], [-2.185, -3.341, -0.983], [1.928, -2.984, -1.667], [0.036, -3.541, -2.530], [0.943, -5.311, -1.742], [1.495, -5.698, -0.876], [1.577, -5.447, -2.632], [0.045, -5.931, -1.873], [1.681, -1.925, -1.805], [2.516, -3.336, -2.527], [2.522, -3.109, -0.750], [-2.029, -2.811, -1.943], [-3.135, -2.479, -0.134], [-2.788, -4.701, -1.340], [-2.294, -5.138, -2.214], [-3.847, -4.539, -1.596], [-2.745, -5.431, -0.523], [-2.625, -1.555, 0.191], [-3.509, -3.021, 0.748], [-3.977, -2.194, -0.786], [1.187, -3.993, 1.702], [-0.320, -5.325, 0.812], [-1.256, -3.967, 2.259], [1.989, -4.282, 1.014], [1.314, -4.529, 2.648], [1.286, -2.920, 1.912], [-1.222, -2.898, 2.524], [-0.982, -4.533, 3.159], [-2.281, -4.228, 1.969], [1.254, -0.286, 0.814], [0.144, 0.652, 1.017], [0.519, 3.752, -0.331], [-0.763, 4.174, -1.505], [0.348, 4.206, 1.413], [2.093, 3.471, -1.159], [-1.871, 3.134, -1.333], [-0.287, 3.969, -2.483], [-1.229, 5.646, -1.503], [-1.691, 5.940, -0.551], [-1.982, 5.801, -2.292], [-0.396, 6.337, -1.706], [-1.489, 2.124, -1.520], [-2.646, 3.358, -2.065], [-2.317, 3.142, -0.339], [1.719, 2.909, -2.040], [2.960, 2.493, -0.362], [2.818, 4.754, -1.597], [2.300, 5.226, -2.440], [3.846, 4.535, -1.915], [2.883, 5.497, -0.791], [2.354, 1.673, 0.036], [3.494, 2.988, 0.454], [3.703, 2.071, -1.044], [-1.053, 3.843, 1.933], [0.456, 5.308, 1.403], [1.453, 3.619, 2.297], [-1.878, 4.254, 1.341], [-1.115, 4.266, 2.935], [-1.172, 2.758, 2.021], [1.360, 2.533, 2.386], [1.317, 4.043, 3.292], [2.465, 3.867, 1.958], [0.176, 1.017, 5.043], [0.003, -0.041, 3.873], [-0.141, -0.844, 2.984]], "energy_ha": -2481.731280, "homo_ev": [-1.7812, -3.4182], "de_lowest_kj_mol": 0.0, "lumo_ev": [2.72, 2.45], "charge": -1, "spin_multiplicity": 3, "homo_lumo_gap_ha": [0.1655, 0.2156]}